{
  "formula": "H28O18S",
  "method": "the ωB97M-V functional and the def2-TZVPD basis",
  "total_charge": -2,
  "mol_weight_da": 348.3,
  "gap_ev": 9.47,
  "de_lowest_kcal_mol": 124.7,
  "symbols": ["S", "O", "O", "O", "O", "O", "H", "H", "O", "H", "H", "O", "H", "H", "O", "H", "H", "O", "H", "H", "O", "H", "H", "O", "H", "H", "O", "H", "H", "O", "H", "H", "O", "H", "H", "O", "H", "H", "O", "H", "H", "O", "H", "H", "O", "H", "H"],
  "positions_angstrom": [[-0.21355, -0.04538, 0.38081], [-0.18755, 1.14462, -0.40419], [1.17845, -0.49938, 0.71181], [-0.97755, 0.21062, 1.59681], [-0.88455, -0.98638, -0.39219], [2.99545, -1.66238, -0.84519], [2.51845, -1.14938, -0.12919], [2.60545, -2.46838, -1.29319], [-2.15655, -0.91438, 3.60581], [-1.78255, -1.72438, 3.52981], [-1.65655, -0.34738, 2.95181], [-0.84055, -3.39438, 0.56281], [-0.06455, -3.75338, 0.14681], [-0.87455, -2.44738, 0.04181], [-0.72155, 2.38762, 3.03781], [-0.94755, 1.47362, 2.78981], [-1.01355, 2.82562, 2.21281], [0.83745, 1.94662, -2.60619], [0.18145, 2.11462, -3.27119], [0.52445, 1.67762, -1.70519], [-2.53255, 1.47262, -1.55919], [-2.61255, 0.65662, -1.72119], [-1.68455, 1.54662, -1.12719], [3.37245, 0.64862, 1.27681], [2.56245, 0.07162, 1.28281], [3.93245, -0.02438, 1.25081], [-3.68555, 0.89162, 1.26781], [-2.90855, 0.55062, 1.66781], [-4.00655, 0.02862, 0.70781], [1.80245, -0.67838, -3.00119], [1.49245, 0.15462, -2.64619], [2.19445, -1.10238, -2.14419], [3.32745, 1.81962, -1.31019], [2.42945, 2.04162, -1.35819], [3.39245, 1.23362, -0.45519], [-0.69655, -1.28138, -2.90219], [0.14645, -1.27538, -3.24119], [-0.67855, -1.07138, -1.87219], [-3.56955, -1.17638, -0.70019], [-2.65955, -1.21938, -0.54319], [-3.79755, -1.59338, -1.57419], [0.39645, 3.74762, 0.45681], [-0.58655, 3.87862, 0.59981], [0.47945, 2.85062, 0.27181], [2.23345, -2.23538, 2.17881], [1.39545, -2.82838, 2.54481], [1.74145, -1.49538, 1.72781]],
  "forces_ev_per_angstrom": [[2.63, 2.70, 4.80], [1.30, 2.83, -0.79], [-1.73, 0.45, -0.63], [0.52, -0.43, 0.18], [-2.71, -4.95, -2.75], [0.76, -0.74, -0.63], [-0.56, -1.73, -1.43], [0.07, 1.45, 2.01], [-1.41, 4.40, 0.24], [1.79, -3.88, -0.49], [-0.60, -1.21, 0.81], [-0.36, 2.47, -1.30], [0.57, -0.52, -0.11], [-0.11, -2.66, 1.83], [-0.67, 0.38, -0.51], [0.46, 0.34, 0.24], [0.43, -0.13, 0.83], [1.46, 0.15, 0.35], [-0.87, -0.19, 0.34], [-0.90, 0.25, -1.18], [0.35, 10.14, 1.15], [-1.25, -9.92, -2.01], [0.32, 0.18, 0.28], [-4.06, 3.06, 0.26], [-0.08, 1.87, 0.19], [4.98, -4.29, -0.04], [-2.79, -2.57, -2.27], [1.17, -0.38, 0.55], [1.17, 3.26, 1.76], [1.34, -1.60, 1.45], [-0.12, 0.93, -0.39], [-0.42, 1.32, -2.10], [2.43, -2.04, 2.32], [-1.89, 0.67, -0.40], [-0.16, 1.72, -1.96], [-4.48, -0.02, 3.05], [3.37, 0.28, -0.81], [0.34, -0.65, -3.33], [-3.62, -0.67, -1.68], [2.45, -0.28, 0.07], [0.83, 0.63, 1.49], [-2.02, 3.38, 0.86], [1.85, -0.26, -0.49], [0.14, -2.74, -0.51], [-3.29, -2.36, 1.73], [3.30, 2.37, -1.52], [0.06, -1.00, 0.54]]
}

***

{
  "formula": "H2I2O2P",
  "method": "the ωB97M-V functional and the def2-TZVPD basis",
  "total_charge": 1,
  "mol_weight_da": 318.8,
  "gap_ev": 8.53,
  "de_lowest_kcal_mol": 24.6,
  "symbols": ["O", "O", "P", "I", "I", "H", "H"],
  "positions_angstrom": [[-0.64208, -0.82485, -1.11894], [-0.76886, 1.06075, 0.47560], [0.38405, -0.22837, -0.14931], [1.19731, -1.78314, 1.44592], [2.10349, 1.10945, -1.22411], [-1.54596, -0.60195, -0.87338], [-0.72794, 1.26810, 1.44423]],
  "forces_ev_per_angstrom": [[0.32, -0.90, -0.95], [2.70, -2.90, -0.12], [-1.52, 4.48, 2.06], [-0.26, 0.48, -0.42], [-0.84, -0.94, 0.46], [-0.65, 0.12, -0.04], [0.24, -0.33, -0.98]]
}

***

{
  "formula": "H2IO",
  "method": "the ωB97M-V functional and the def2-TZVPD basis",
  "total_charge": -1,
  "mol_weight_da": 144.9,
  "gap_ev": 7.25,
  "de_lowest_kcal_mol": 4.1,
  "symbols": ["O", "H", "H", "I"],
  "positions_angstrom": [[0.30871, -1.18761, -0.43303], [0.19473, -0.23499, -0.21446], [-0.60127, -1.56048, -0.39913], [0.09783, 2.98309, 1.04662]],
  "forces_ev_per_angstrom": [[-1.08, 0.21, 0.11], [0.10, -0.61, -0.05], [1.01, 0.56, 0.01], [-0.03, -0.17, -0.07]]
}

***

{
  "formula": "H2IO2PS",
  "method": "the ωB97M-V functional and the def2-TZVPD basis",
  "total_charge": 0,
  "mol_weight_da": 224.0,
  "gap_ev": 8.67,
  "de_lowest_kcal_mol": 31.0,
  "symbols": ["O", "P", "S", "I", "O", "H", "H"],
  "positions_angstrom": [[-1.19969, 0.48418, 1.91859], [-1.34559, 0.30979, 0.48983], [-1.09712, 1.49900, -1.00887], [-2.46832, -1.72281, -0.12943], [1.66868, -0.24854, -0.31777], [2.06857, 0.49753, -0.86470], [2.37347, -0.81914, -0.08765]],
  "forces_ev_per_angstrom": [[0.22, -0.11, 0.69], [-0.28, 0.78, -2.07], [-0.11, -0.74, 1.07], [0.26, 0.16, 0.21], [-0.52, 2.30, -1.38], [-0.79, -1.56, 1.15], [1.22, -0.83, 0.33]]
}

***

{
  "formula": "H2InO9P2",
  "method": "the ωB97M-V functional and the def2-TZVPD basis",
  "total_charge": -3,
  "mol_weight_da": 322.8,
  "gap_ev": 4.51,
  "de_lowest_kcal_mol": 0.0,
  "symbols": ["In", "P", "O", "O", "O", "O", "P", "O", "O", "O", "O", "O", "H", "H"],
  "positions_angstrom": [[0.58624, -0.82261, 0.03808], [-2.14217, -1.65567, 0.05917], [-1.30135, -0.86775, 1.06935], [-1.38720, -1.64453, -1.28956], [-3.56694, -1.12454, 0.06449], [-2.37940, -3.04079, 0.64249], [2.74076, 1.03496, 0.14791], [3.64284, 0.96568, -1.06099], [2.93891, 2.18910, 1.12331], [2.52963, -0.26071, 0.94349], [1.34617, 1.43708, -0.31916], [-0.77339, 0.94889, -0.50811], [-0.83277, 1.69977, -1.09877], [-1.40134, 1.14111, 0.18829]],
  "forces_ev_per_angstrom": [[-1.30, 3.17, 0.16], [-5.15, -3.54, 1.03], [3.86, 1.61, 1.70], [2.64, 0.34, -0.58], [-0.38, 2.31, -1.26], [1.70, -1.84, -0.10], [0.82, 5.55, -0.96], [1.25, -1.11, -0.01], [2.29, 0.14, 1.38], [-1.36, -4.56, 0.83], [-1.65, -2.28, -1.70], [-3.06, 0.81, -0.65], [0.81, -0.01, -0.16], [-0.46, -0.57, 0.32]]
}

***

{
  "formula": "H2N2",
  "method": "the ωB97M-V functional and the def2-TZVPD basis",
  "total_charge": 0,
  "mol_weight_da": 30.0,
  "gap_ev": 10.45,
  "de_lowest_kcal_mol": 9.0,
  "symbols": ["H", "N", "N", "H"],
  "positions_angstrom": [[0.95811, 0.48923, 0.08048], [0.68432, -0.49308, -0.01881], [-0.62496, -0.52461, 0.01498], [-1.01748, 0.52846, -0.07666]],
  "forces_ev_per_angstrom": [[0.46, 0.12, -0.46], [-4.71, 0.01, 0.84], [3.45, 2.32, -1.02], [0.80, -2.45, 0.64]]
}